Record 1
This record from OMol25 describes C49H43N10ORbSSi as an isolated structure. The level of theory is ωB97M-V/def2-TZVPD.

Results
Electronic energy = -3227.707995 hartree
Gap between HOMO and LUMO (alpha / beta) = 4.630 / 4.629 eV
Lowest unoccupied orbital energy (alpha / beta) = 3.496 / 3.496 eV
Net charge = -2

Positions of all 106 atoms, in Å:
C: -0.659686 -7.118611 -1.522594
H: 3.162914 -6.876315 -0.726419
H: 3.315092 3.521442 1.726668
H: -5.865749 -0.973113 1.905512
H: 1.606551 -3.739700 5.062909
C: 2.360322 -1.786860 3.036606
H: 1.446823 4.845989 2.185692
C: -6.441466 -3.503012 -0.310810
C: 1.876953 2.678802 0.573239
C: 2.931271 2.069194 -0.309666
H: 5.576884 -4.026843 0.985233
C: 2.889856 0.682022 -0.554607
Rb: 0.226041 -1.008258 0.605007
C: -5.157506 -4.018849 -0.442597
N: -2.832911 -1.074174 2.661535
S: -2.861360 3.710523 0.055563
H: 3.851387 4.012103 -0.630058
C: 1.228807 -5.952542 -0.538767
H: -7.256968 -3.946193 -0.870495
C: 0.352438 -1.318742 3.882021
H: 6.993197 -0.997504 3.695662
C: 5.387590 -3.239204 1.704134
N: 1.613945 -0.911970 3.735593
H: 3.376026 1.127830 2.047101
H: -1.520290 2.487725 1.533378
H: 1.059123 1.992380 0.740710
H: -1.765840 5.181206 -4.477991
C: 0.215591 -8.105381 -1.946993
C: -3.101898 -2.000683 1.733794
H: 7.451106 -2.789550 2.070904
O: -0.913358 2.115919 2.204248
C: 1.400783 -4.716830 0.221636
H: 1.184372 3.023423 -2.272794
C: -0.082810 -2.694197 4.219789
C: 3.964300 0.245197 -1.361662
C: 0.201924 3.485144 -2.356406
H: -3.228364 -3.922355 3.844958
C: 4.969164 1.072694 -1.854564
C: -0.139911 -6.037287 -0.818466
H: 4.029828 -0.811809 -1.617002
C: 3.912622 2.936714 -0.811725
H: -7.709044 -2.025885 0.600961
H: -4.360369 6.277122 -0.403935
H: -0.161425 -8.956204 -2.503622
H: 2.251292 -8.807795 -2.010199
H: 5.769420 0.659084 -2.462248
C: -2.184051 -3.879472 4.131832
H: 1.464522 3.612620 0.187852
C: -4.283165 5.896923 -4.338484
H: -1.300285 1.306836 2.566192
C: 4.860356 -1.178997 3.563979
C: -0.201843 -4.905207 5.077650
H: -6.367735 4.329370 -2.604457
C: 6.165057 -1.524648 3.236869
H: -3.612562 6.741622 -4.524988
H: 3.384129 2.081989 3.571820
H: 1.940786 4.034569 3.704831
H: -3.670627 7.419737 -1.567268
H: 0.548558 4.251874 -4.335413
H: 4.654049 -0.395229 4.284173
H: -5.232757 3.071538 -3.125034
Si: -4.058784 5.190800 -2.595032
N: 0.209524 -4.087261 0.355730
H: 0.266469 -5.769726 5.532693
H: -5.400145 7.033087 -1.640814
C: -1.843794 3.857541 -1.339836
C: 2.106443 -6.948609 -0.955380
C: -1.443116 4.667099 -3.578230
C: 0.550556 -3.774252 4.822426
C: -4.136503 -3.420748 0.278678
C: 4.084874 -2.892629 2.028541
N: -0.599123 3.328949 -1.304358
C: 2.768874 -3.379187 1.573220
C: -6.700428 -2.414147 0.527204
C: -2.681071 -3.671149 0.366333
C: 4.950574 2.439850 -1.583913
C: -1.419178 -2.746440 3.881517
C: -4.405715 6.620362 -1.437379
N: -2.133191 -2.772381 1.222709
H: -1.721097 -7.176690 -1.731157
C: 1.589462 -8.020979 -1.665442
C: 6.423778 -2.544523 2.314213
H: 0.558848 3.404099 2.741078
C: -0.740634 -4.845220 -0.227020
H: 5.713208 3.099376 -1.982175
H: -4.091315 5.138566 -5.103414
C: -5.677861 -1.819506 1.256475
N: -2.069312 -4.621714 -0.301628
C: 3.825703 -1.861177 2.942065
H: -4.946967 -4.859562 -1.091999
C: -0.149479 4.155956 -3.514201
C: 2.806442 1.790032 2.695217
N: 2.453539 3.016972 1.931788
C: -2.316675 4.528310 -2.511578
C: 1.533731 3.893209 2.704736
H: -5.364491 3.466707 -1.407184
C: -5.384330 3.887305 -2.412715
N: 1.800356 -2.674175 2.210436
H: -5.310311 6.251915 -4.469806
H: 1.889757 1.292821 3.004133
N: 2.605280 -4.340221 0.688585
H: -2.126860 -5.861611 4.929875
N: -0.715382 -0.540187 3.572281
C: -1.742461 -1.395727 3.357235
C: -1.562817 -4.957753 4.734170
C: -4.398331 -2.330367 1.115643

Atoms 1-6, force components in eV/Å:
0.0 -0.1 0.0
0.0 0.0 0.0
0.0 0.0 0.0
0.0 0.0 0.0
0.0 0.0 0.0
0.0 -0.2 0.0


Record 2
This record from OMol25 describes C19H31EuF9OP2 as an isolated structure in a non-equilibrium geometry. The level of theory is ωB97M-V/def2-TZVPD.

Results
ΔE to the lowest compared entry with this formula, charge and spin = 0.0 kcal/mol
Multiplicity = 8
Electronic energy = -3109.393014 hartree
Gap between HOMO and LUMO (alpha / beta) = 5.056 / 5.044 eV
Lowest unoccupied orbital energy (alpha / beta) = -1.250 / -1.253 eV
Net charge = 0
Expectation value of S² = 15.76

Positions of all 63 atoms, in Å:
H: 1.118134 3.845409 -0.141288
C: -1.560714 -0.953350 0.492012
C: -4.028607 -1.198177 -1.554838
P: 0.378958 1.680766 -0.860841
H: 0.478218 -0.393704 -3.512731
P: 1.193927 -1.758835 -1.519343
F: 0.359214 2.420656 5.207147
H: -0.647174 3.781737 -1.598653
H: -4.473939 0.878143 -1.535033
H: 2.692725 0.912728 -1.853096
F: 1.091014 -1.471401 4.202692
F: 2.673041 0.983127 5.339694
H: -1.581453 -1.236968 1.572496
C: -2.406840 0.795864 -2.131588
F: 0.156723 -0.039940 5.571631
H: -0.750237 -2.174880 -3.114637
C: 1.065705 -0.337915 -2.580897
C: -0.055543 3.008541 -2.104370
H: -1.750319 1.012321 1.252445
F: -1.044812 2.029722 3.558475
H: -0.458624 -0.895955 0.284084
C: 0.142999 -2.735596 -2.791932
H: -0.593638 2.654724 -2.992747
H: 2.673289 -3.671563 -1.150627
C: 2.806903 -2.165602 1.506606
C: 0.367917 -0.320013 4.260030
C: -2.856032 -2.101826 -1.426652
F: -0.841056 -0.588879 3.693337
O: 1.213907 0.585955 2.174688
C: -2.190567 0.472323 0.398723
H: 1.605585 1.736901 -2.965890
Eu: 2.600197 -0.111604 0.467708
H: 1.232244 2.717239 1.216801
C: -1.910875 1.314441 -0.827513
H: 1.998648 -2.325249 2.233582
H: 3.736437 -2.235234 2.086342
C: 0.272987 2.156463 3.876760
C: 1.420227 2.833282 0.143114
H: 2.507503 2.750736 -0.035652
H: -1.219412 -2.912967 -0.367456
H: 2.777169 -3.150267 -2.859265
C: 1.622824 0.962339 -2.179171
H: -1.707888 0.003401 -2.453567
H: 0.895981 3.445569 -2.434681
H: -2.047861 2.395445 -0.689247
H: 3.656340 -2.231673 -1.535542
H: -2.687323 -2.831678 -2.213170
C: -3.823380 0.232573 -2.135374
C: 2.744456 -2.797320 -1.814898
H: -4.237670 0.275388 -3.154752
F: 3.089276 2.165086 3.517073
C: -1.949420 -2.089581 -0.440062
H: -2.351315 1.575139 -2.916362
H: 0.784021 -2.909589 -3.674850
C: 2.554303 1.001182 4.000568
H: 2.792327 -2.957392 0.719078
F: 0.729864 3.256001 3.217006
H: -0.216174 -3.700335 -2.408197
H: -4.814465 -1.717524 -2.125540
C: 1.092865 0.849773 3.509902
H: -4.389417 -1.070327 -0.520942
H: -3.261193 0.365506 0.632836
F: 3.330010 -0.013160 3.486551

Atoms 1-6, force components in eV/Å:
0.3 0.0 0.2
0.4 -0.1 0.4
-0.3 0.5 0.6
-0.5 1.4 -1.2
0.6 0.0 0.5
-1.1 -0.5 -2.8


Record 3
This record from OMol25 describes a 5-piece molecular cluster, C22H54O6 overall in a non-equilibrium geometry. The level of theory is ωB97M-V/def2-TZVPD.

Results
Structure (SMILES) = COCCOC.COCCOC.COCCOC.CCCCC.CCCCC
ΔE to the lowest compared entry with this formula, charge and spin = 171.1 kcal/mol
Electronic energy = -1321.155516 hartree
Gap between HOMO and LUMO = 9.515 eV
Lowest unoccupied orbital energy = 0.800 eV
Net charge = 0

Positions of all 82 atoms, in Å:
H: 2.926828 2.828495 3.591367
C: -1.021785 2.747433 -2.499870
H: -0.126640 1.303214 -1.443327
C: 4.883293 -0.117519 2.145930
C: 0.498729 2.416102 4.668860
C: 2.484549 1.869148 3.666940
C: 0.995932 -0.914531 -4.390541
H: -3.019983 3.999466 0.771953
H: 3.375522 -4.324013 -1.498407
H: -0.557892 3.902002 0.585551
H: 1.050340 -3.303046 -1.267401
C: -3.019963 3.285335 3.473063
H: -1.032104 0.076612 0.641920
H: -4.776653 1.240308 -1.822527
H: 0.984158 -3.297733 1.074261
H: -0.896902 -3.035638 -0.265976
H: 5.795339 0.130659 1.767178
H: -1.516092 3.214011 -0.732242
C: 3.228992 0.793637 3.463806
C: -0.523251 -1.935566 0.014625
H: -0.346335 2.027418 -1.847202
H: -3.829267 3.962718 3.199688
H: 2.519561 -2.268572 -2.831817
H: 4.221240 -0.684703 1.447620
H: 0.286480 -1.324604 -2.530822
C: -5.489802 -1.161198 -2.499935
H: -3.570172 2.445113 3.745464
C: 2.740923 -1.778407 1.957353
H: 3.913642 0.586863 4.323655
O: 4.037785 1.038282 2.389132
H: 1.804137 -0.309341 -3.935946
H: 0.623049 -4.282200 -2.464558
H: 2.843494 -5.333813 -2.771379
H: 0.102391 -2.151334 1.983874
C: 0.497256 -2.299291 1.105724
H: 3.133620 -2.797145 1.714768
H: 1.757931 -1.094289 0.228594
H: 5.120428 -0.892516 3.005613
H: -2.101003 0.622989 -3.067362
H: -0.394252 -2.262555 -3.816036
H: 1.961268 -3.386183 -4.161930
C: 0.309069 1.507011 -0.506448
H: -0.249669 1.762648 4.328032
O: -1.936937 3.341632 2.487577
H: 0.905477 2.322299 -0.598034
C: 1.446444 -3.881613 -2.238886
C: 1.484014 -1.385584 1.148260
H: -3.053251 2.289640 0.868980
H: 2.328671 -0.059373 3.411504
H: -0.304949 -1.634341 -0.835562
C: -1.328610 3.079050 0.216843
C: 0.539882 -1.914990 -3.412121
O: 1.700319 1.887579 4.778165
H: 1.942528 1.949017 2.976947
C: -2.344628 3.176986 1.083185
H: 0.894669 0.637147 -0.065308
H: -5.808652 -1.902014 -3.289072
H: 0.097071 2.452888 5.640005
H: -6.196727 -0.570762 -2.311083
H: -2.519459 3.694263 4.358278
H: -0.951717 3.663995 -2.010031
C: -1.572361 -0.923066 0.472262
H: -5.172789 -1.742290 -1.581590
H: -1.805284 -1.080828 1.539725
C: 1.700745 -2.857093 -3.120790
O: -2.253127 2.239772 -2.061627
H: 0.426524 3.380925 4.327811
H: -2.453741 -0.771423 -0.145135
H: 0.073899 -0.213698 -4.622007
H: -1.016471 2.737534 -3.616949
H: -3.468926 0.277362 -1.190149
C: -2.877511 1.105399 -2.802173
C: -3.925368 0.531749 -2.191423
O: -0.678938 1.830952 0.479173
H: 2.710364 -1.790103 2.919012
H: 0.989339 -0.710767 1.734311
H: 3.492427 -1.200972 1.899901
H: -3.002467 1.528808 -3.765853
C: 2.662525 -4.791966 -2.011334
O: -4.338273 -0.479189 -3.021470
H: 2.559534 -5.655002 -1.263622
H: 1.431563 -1.367185 -5.128966

Atoms 1-6, force components in eV/Å:
1.9 1.2 0.3
0.0 -2.9 -1.5
0.9 -4.7 1.4
-1.8 -1.3 0.6
-2.5 -0.6 1.6
2.2 6.5 8.3